Record 1
Here is C44H39AlFO2S2 as an isolated structure at a distorted geometry from OMol25. Energies are from ωB97M-V/def2-TZVPD.

E_HOMO, eV: -11.041
Net charge: +1
E_tot, a.u.: -2989.0727
E_LUMO, eV: -2.9
ΔE to the lowest compared entry with this formula, charge and spin, kcal per mole: 40.7
Gap between HOMO and LUMO, eV: 8.11

CARTESIAN COORDINATES (ANGSTROEM)
Al1 0.24 0.07 0.44
C1 -3.24 -7.02 -3.28
C2 -2.74 -5.75 -2.67
C3 -1.39 -5.50 -2.49
C4 -0.93 -4.31 -1.95
C5 -1.86 -3.35 -1.58
C6 -3.22 -3.59 -1.70
C7 -3.66 -4.78 -2.25
S1 -1.53 -1.64 -1.08
O1 -0.22 -1.55 -0.24
C8 -1.06 -0.96 -2.68
C9 -2.16 -0.27 -3.22
C10 -2.04 0.44 -4.38
C11 -0.78 0.52 -5.01
C12 -0.61 1.30 -6.17
C13 0.61 1.40 -6.78
C14 1.71 0.74 -6.23
C15 1.58 -0.03 -5.11
C16 0.33 -0.18 -4.47
C17 0.17 -0.98 -3.29
C18 1.34 -1.86 -2.98
C19 1.53 -2.99 -3.83
C20 0.52 -3.43 -4.72
C21 0.75 -4.48 -5.57
C22 1.99 -5.14 -5.58
C23 2.97 -4.75 -4.71
C24 2.77 -3.69 -3.81
C25 3.78 -3.26 -2.93
C26 3.57 -2.22 -2.08
C27 2.35 -1.52 -2.11
S2 2.19 -0.06 -1.05
O2 2.95 1.02 -1.68
C28 3.16 -0.65 0.34
C29 4.27 0.07 0.76
C30 4.95 -0.35 1.89
C31 4.52 -1.45 2.62
C32 5.28 -1.90 3.82
C33 3.38 -2.14 2.20
C34 2.70 -1.74 1.06
H1 -2.47 -7.49 -3.88
H2 -4.11 -6.84 -3.90
H3 -3.53 -7.72 -2.50
H4 -0.67 -6.25 -2.79
H5 0.12 -4.13 -1.82
H6 -3.93 -2.84 -1.38
H7 -4.72 -4.96 -2.35
H8 -3.11 -0.32 -2.70
H9 -2.88 0.96 -4.82
H10 -1.48 1.81 -6.57
H11 0.73 2.00 -7.67
H12 2.68 0.85 -6.69
H13 2.45 -0.51 -4.69
H14 -0.43 -2.92 -4.73
H15 -0.03 -4.80 -6.24
H16 2.17 -5.94 -6.28
H17 3.93 -5.25 -4.70
H18 4.74 -3.77 -2.94
H19 4.34 -1.88 -1.42
H20 4.57 0.93 0.18
H21 5.81 0.20 2.23
H22 5.51 -1.07 4.48
H23 6.24 -2.34 3.51
H24 4.73 -2.65 4.38
H25 3.01 -2.97 2.79
H26 1.83 -2.28 0.72
F1 -2.75 4.75 -2.12
C35 -2.11 3.68 -1.63
C36 -2.60 3.06 -0.49
C37 -1.90 1.97 0.00
C38 -0.73 1.49 -0.59
C39 -0.29 2.15 -1.75
C40 -0.97 3.23 -2.28
H27 -3.49 3.43 -0.02
H28 -2.27 1.47 0.89
H29 0.61 1.81 -2.24
H30 -0.63 3.72 -3.17
C41 0.66 1.96 4.23
C42 0.65 1.70 2.73
C43 1.92 2.23 2.07
C44 0.50 0.21 2.41
H31 0.76 3.02 4.44
H32 1.50 1.44 4.70
H33 -0.26 1.60 4.70
H34 -0.19 2.25 2.29
H35 2.79 1.73 2.48
H36 2.03 3.30 2.24
H37 1.88 2.05 0.99
H38 -0.41 -0.16 2.91
H39 1.32 -0.32 2.90

Atom charges from the Mulliken analysis, given in e for atoms 1 to 2: -0.81 -1.60

***

Record 2
Here is C2H6FHgO2 as an isolated structure at a distorted geometry from OMol25. Energies are from ωB97M-V/def2-TZVPD.

E_HOMO (spin up / spin down), eV: -8.228 / -10.283
2S+1: 2
E_tot, a.u.: -483.4417
E_LUMO (spin up / spin down), eV: 0.6 / -1.6
ΔE to the lowest compared entry with this formula, charge and spin, kcal per mole: 0.0
Gap between HOMO and LUMO (spin up / spin down), eV: 8.82 / 8.66

CARTESIAN COORDINATES (ANGSTROEM)
C1 -1.72 -0.40 -0.06
O1 -0.47 0.26 -0.15
C2 0.67 -0.52 -0.52
O2 1.72 0.36 -0.53
Hg1 0.31 2.12 0.11
H1 -2.41 0.35 0.33
H2 -2.03 -0.72 -1.07
H3 -1.63 -1.26 0.61
H4 0.47 -0.95 -1.52
H5 0.80 -1.31 0.25
H6 2.26 0.59 0.80
F1 2.03 1.47 1.75

Atom charges from the natural (NBO) analysis, given in e for atoms 1 to 2: -0.25 -0.67

***

Record 3
Here is a 2-piece molecular cluster, C12H18BN2 overall at a distorted geometry from OMol25. Energies are from ωB97M-V/def2-TZVPD.

E_HOMO, eV: -10.174
Net charge: +1
E_tot, a.u.: -602.0553
E_LUMO, eV: -4.2
Gap between HOMO and LUMO, eV: 5.98

CARTESIAN COORDINATES (ANGSTROEM)
C1 2.11 -0.46 1.14
C2 2.55 0.80 1.83
C3 3.85 1.15 1.84
C4 4.94 0.29 1.59
C5 4.98 -1.09 1.60
C6 3.91 -2.00 1.87
C7 2.60 -1.69 1.87
H1 1.03 -0.47 0.95
H2 1.80 1.47 2.25
H3 4.13 2.20 1.96
H4 5.91 0.78 1.46
H5 5.95 -1.57 1.49
H6 4.21 -3.04 2.02
H7 1.87 -2.38 2.31
H8 2.62 -0.44 0.21
B1 -1.61 -0.46 -2.49
H9 -0.83 0.32 -3.00
H10 -1.53 -1.66 -2.48
C8 -2.48 0.19 -1.43
N1 -3.63 0.44 -2.14
C9 -3.62 0.14 -3.55
C10 -4.58 0.95 -1.32
C11 -4.04 1.04 -0.07
N2 -2.74 0.57 -0.16
C12 -1.82 0.55 0.97
H11 -4.62 0.23 -3.98
H12 -2.91 0.80 -4.08
H13 -3.20 -0.89 -3.62
H14 -5.57 1.20 -1.67
H15 -4.46 1.39 0.86
H16 -2.37 0.98 1.83
H17 -1.51 -0.48 1.20
H18 -0.93 1.16 0.75

Atom charges from the natural (NBO) analysis, given in e for atoms 1 to 2: -0.49 -0.15

***

Record 4
Here is C10H14N4ORuSSe2Te2 as an isolated structure at a distorted geometry from OMol25. Energies are from ωB97M-V/def2-TZVPD.

E_HOMO (spin up / spin down), eV: -13.580 / -13.634
Net charge: +2
E_tot, a.u.: -6515.1087
E_LUMO (spin up / spin down), eV: -9.1 / -9.0
Gap between HOMO and LUMO (spin up / spin down), eV: 4.52 / 4.59

CARTESIAN COORDINATES (ANGSTROEM)
Ru1 -0.14 -0.42 -0.75
Se1 -1.19 -2.57 -0.70
Te1 -0.67 -4.92 -1.17
Te2 -0.17 -5.03 -3.90
Se2 1.18 -3.09 -4.26
O1 -0.17 -0.24 -2.87
C1 0.75 0.73 -3.37
C2 0.88 1.81 -2.33
C3 1.27 3.10 -2.66
C4 1.34 4.07 -1.66
C5 0.97 3.71 -0.37
C6 0.61 2.40 -0.11
N1 0.58 1.47 -1.07
H1 -0.15 -1.00 -3.48
H2 0.37 1.15 -4.31
H3 1.72 0.25 -3.56
H4 1.51 3.34 -3.68
H5 1.65 5.07 -1.89
H6 0.94 4.44 0.42
H7 0.32 2.09 0.88
C7 -3.11 -1.55 3.36
C8 -2.37 -0.23 3.12
C9 -1.01 -0.51 2.61
N2 -0.54 -0.18 1.46
N3 0.73 -0.59 1.22
C10 1.25 -1.27 2.21
N4 2.47 -1.81 2.19
S1 0.16 -1.41 3.56
H8 -4.12 -1.35 3.71
H9 -2.60 -2.15 4.10
H10 -3.17 -2.12 2.43
H11 -2.29 0.31 4.07
H12 -2.90 0.39 2.40
H13 3.07 -1.65 1.40
H14 2.85 -2.25 3.01

Atom charges from the natural (NBO) analysis, given in e for atoms 1 to 2: 0.72 -0.38

***

Record 5
Here is C15H15CuN8S as an isolated structure at a distorted geometry from OMol25. Energies are from ωB97M-V/def2-TZVPD.

E_HOMO (spin up / spin down), eV: -10.351 / -10.316
2S+1: 2
Net charge: +1
E_tot, a.u.: -3057.1539
E_LUMO (spin up / spin down), eV: -3.3 / -3.9
Gap between HOMO and LUMO (spin up / spin down), eV: 7.01 / 6.44

CARTESIAN COORDINATES (ANGSTROEM)
Cu1 -1.05 -0.46 0.68
N1 0.99 -3.83 -1.13
C1 0.46 -2.67 -0.75
S1 -0.89 -2.69 0.27
N2 1.01 -1.54 -1.21
N3 0.41 -0.45 -0.81
C2 0.60 0.72 -1.39
C3 1.66 0.89 -2.41
C4 2.91 0.24 -2.22
C5 3.89 0.29 -3.19
C6 3.71 1.08 -4.32
C7 2.52 1.78 -4.51
C8 1.49 1.68 -3.58
C9 -0.30 1.78 -0.93
C10 -0.30 3.10 -1.42
C11 -1.29 3.96 -0.99
C12 -2.12 3.56 0.06
C13 -1.98 2.29 0.59
N4 -1.19 1.37 0.02
H1 0.51 -4.69 -0.91
H2 1.75 -3.84 -1.81
H3 3.01 -0.34 -1.33
H4 4.81 -0.25 -3.04
H5 4.53 1.16 -5.03
H6 2.39 2.47 -5.32
H7 0.55 2.21 -3.78
H8 0.42 3.44 -2.13
H9 -1.39 4.94 -1.43
H10 -2.86 4.23 0.49
H11 -2.54 1.96 1.45
N5 -3.20 -1.81 5.51
C14 -2.03 -2.41 5.22
N6 -1.63 -3.45 5.98
N7 -1.18 -1.99 4.25
C15 -1.49 -1.14 3.37
N8 -1.70 -0.37 2.48
H12 -3.81 -2.20 6.20
H13 -3.58 -1.11 4.87
H14 -2.28 -3.90 6.59
H15 -0.82 -3.99 5.62

Atom charges from the natural (NBO) analysis, given in e for atoms 1 to 2: 1.23 -0.76

***

Record 6
Here is a 7-piece molecular cluster, C18H47BF4N2O10PS3 overall at a distorted geometry from OMol25. Energies are from ωB97M-V/def2-TZVPD.

E_HOMO, eV: -11.451
Net charge: +1
E_tot, a.u.: -3536.1930
E_LUMO, eV: -3.4
ΔE to the lowest compared entry with this formula, charge and spin, kcal per mole: 0.0
Gap between HOMO and LUMO, eV: 8.06

CARTESIAN COORDINATES (ANGSTROEM)
N1 -2.23 -1.06 -0.49
H1 -1.91 -1.79 -1.12
H2 -2.54 -1.56 0.33
H3 -3.00 -0.57 -0.92
H4 -1.41 -0.49 -0.31
N2 -0.45 -0.32 3.69
H5 -1.33 -0.55 4.12
H6 -0.08 0.60 3.91
H7 -0.60 -0.35 2.69
H8 0.22 -1.05 3.89
B1 -0.07 0.65 0.60
F1 1.06 1.25 1.07
F2 -0.22 0.75 -0.69
F3 -0.10 -0.68 0.88
F4 -1.20 1.24 1.14
C1 -2.29 3.71 -1.22
C2 -0.80 3.91 -1.14
C3 -0.46 5.21 -1.73
S1 -1.70 5.27 -3.22
O1 -1.22 4.96 -4.63
O2 -2.40 6.49 -3.00
C4 -2.74 3.86 -2.68
H9 -2.76 4.44 -0.56
H10 -2.49 2.70 -0.85
H11 -0.23 3.17 -1.71
H12 -0.39 3.87 -0.13
H13 0.59 5.33 -1.97
H14 -0.60 6.11 -1.14
H15 -2.53 2.92 -3.20
H16 -3.77 4.21 -2.78
C5 2.68 0.15 -1.79
C6 2.98 1.64 -1.80
C7 4.03 2.02 -2.83
S2 5.07 0.47 -2.81
O3 6.34 0.68 -2.13
O4 5.07 -0.05 -4.18
C8 4.04 -0.58 -1.67
H17 2.14 -0.21 -2.67
H18 2.12 -0.05 -0.88
H19 3.21 1.93 -0.78
H20 2.17 2.30 -2.11
H21 4.52 2.99 -2.72
H22 3.52 1.91 -3.79
H23 4.40 -0.31 -0.67
H24 4.22 -1.64 -1.80
C9 0.81 5.58 3.25
C10 0.37 5.37 4.71
C11 1.32 4.33 5.33
S3 1.46 3.02 4.01
O5 0.45 1.95 4.30
O6 2.93 2.70 3.78
C12 0.81 4.19 2.61
H25 1.72 6.17 3.19
H26 0.16 6.31 2.76
H27 -0.66 5.01 4.77
H28 0.36 6.19 5.43
H29 0.99 3.94 6.29
H30 2.33 4.73 5.38
H31 -0.23 3.91 2.46
H32 1.36 3.96 1.69
C13 -2.08 -7.72 -2.98
C14 -2.08 -6.21 -3.27
O7 -0.93 -5.64 -2.76
P1 -1.07 -4.72 -1.43
O8 -1.69 -3.41 -1.72
O9 -1.77 -5.65 -0.35
C15 -3.00 -5.21 0.26
C16 -3.19 -5.82 1.63
O10 0.46 -4.58 -0.86
C17 0.77 -3.73 0.26
C18 1.86 -4.47 1.00
H33 -3.04 -8.17 -3.26
H34 -1.31 -8.23 -3.57
H35 -1.93 -8.06 -1.96
H36 -2.09 -5.94 -4.32
H37 -2.98 -5.80 -2.80
H38 -2.96 -4.12 0.29
H39 -3.78 -5.48 -0.45
H40 -2.41 -5.33 2.22
H41 -4.12 -5.58 2.14
H42 -3.08 -6.90 1.65
H43 1.11 -2.81 -0.22
H44 -0.11 -3.50 0.87
H45 1.46 -5.40 1.41
H46 2.69 -4.53 0.30
H47 2.24 -3.82 1.78

Atom charges from the Mulliken analysis, given in e for atoms 1 to 2: 0.02 0.40

***

Record 7
Here is an isolated molecule of C21H34N2O3S2 from OMol25. Energies are from ωB97M-V/def2-TZVPD.

E_HOMO, eV: -9.175
E_tot, a.u.: -1952.2428
E_LUMO, eV: 0.4
ΔE to the lowest compared entry with this formula, charge and spin, kcal per mole: 0.0
Gap between HOMO and LUMO, eV: 9.54

CARTESIAN COORDINATES (ANGSTROEM)
C1 -1.96 -1.27 3.85
C2 -1.79 -2.62 3.15
C3 -1.59 -2.48 1.64
C4 -2.86 -2.06 0.92
S1 -2.53 -1.89 -0.88
C5 -4.23 -1.65 -1.53
C6 -4.58 -0.21 -1.88
C7 -4.58 0.74 -0.69
N1 -3.24 1.12 -0.31
C8 -2.92 2.38 0.06
O1 -3.74 3.26 0.17
C9 -1.43 2.59 0.34
C10 -0.60 2.44 -0.94
C11 0.87 2.72 -0.64
C12 1.39 1.76 0.43
C13 2.89 1.97 0.70
N2 3.55 0.82 1.26
S2 4.27 -0.26 0.21
O2 5.18 0.49 -0.61
O3 4.75 -1.33 1.02
C14 2.94 -0.86 -0.84
C15 2.10 -1.84 -0.36
C16 1.02 -2.25 -1.13
C17 0.80 -1.67 -2.37
C18 1.67 -0.69 -2.85
C19 2.74 -0.29 -2.08
C20 0.56 1.92 1.70
C21 -0.91 1.64 1.42
H1 -1.10 -0.63 3.66
H2 -2.85 -0.76 3.51
H3 -2.05 -1.42 4.92
H4 -0.92 -3.12 3.56
H5 -2.66 -3.25 3.34
H6 -1.27 -3.45 1.23
H7 -0.80 -1.76 1.43
H8 -3.64 -2.82 1.03
H9 -3.22 -1.10 1.29
H10 -4.28 -2.28 -2.42
H11 -4.91 -2.05 -0.78
H12 -5.57 -0.22 -2.33
H13 -3.88 0.16 -2.63
H14 -5.09 0.27 0.16
H15 -5.12 1.66 -0.93
H16 -2.52 0.43 -0.46
H17 -1.34 3.62 0.70
H18 -0.70 1.43 -1.34
H19 -0.97 3.14 -1.69
H20 1.46 2.60 -1.56
H21 0.99 3.75 -0.30
H22 1.25 0.73 0.05
H23 3.03 2.82 1.37
H24 3.42 2.18 -0.23
H25 3.07 0.36 2.02
H26 2.30 -2.28 0.61
H27 0.35 -3.02 -0.77
H28 -0.05 -1.98 -2.96
H29 1.50 -0.25 -3.82
H30 3.44 0.46 -2.42
H31 0.92 1.24 2.48
H32 0.68 2.94 2.08
H33 -1.02 0.61 1.09
H34 -1.50 1.77 2.33

Atom charges from the natural (NBO) analysis, given in e for atoms 1 to 2: -0.61 -0.39

***

Record 8
Here is a 2-piece molecular cluster, C5H12O2 overall from OMol25. Energies are from ωB97M-V/def2-TZVPD.

E_HOMO, eV: -9.953
E_tot, a.u.: -348.1571
E_LUMO, eV: 0.8
ΔE to the lowest compared entry with this formula, charge and spin, kcal per mole: 29.9
Gap between HOMO and LUMO, eV: 10.77

CARTESIAN COORDINATES (ANGSTROEM)
C1 2.70 0.50 1.57
C2 1.26 0.12 1.22
C3 1.22 -0.34 -0.22
O1 1.07 -1.48 -0.57
H1 3.36 -0.37 1.44
H2 3.06 1.30 0.92
H3 2.77 0.84 2.61
H4 0.88 -0.69 1.86
H5 0.60 0.99 1.34
H6 1.39 0.47 -0.97
C4 -1.89 -0.39 -1.88
C5 -1.74 0.08 -0.44
O2 -2.97 0.49 0.14
H7 -2.37 -1.37 -1.93
H8 -2.50 0.33 -2.45
H9 -0.91 -0.48 -2.37
H10 -1.26 -0.70 0.16
H11 -1.10 0.97 -0.40
H12 -3.58 -0.25 0.06

Atom charges from the natural (NBO) analysis, given in e for atoms 1 to 2: -0.60 -0.52

***

Record 9
Here is a 2-piece molecular cluster, C5H13NOS overall at a distorted geometry from OMol25. Energies are from ωB97M-V/def2-TZVPD.

E_HOMO, eV: -8.304
E_tot, a.u.: -726.4949
E_LUMO, eV: 0.8
ΔE to the lowest compared entry with this formula, charge and spin, kcal per mole: 3.9
Gap between HOMO and LUMO, eV: 9.11

CARTESIAN COORDINATES (ANGSTROEM)
C1 -0.60 -0.36 3.40
C2 0.67 -0.54 2.58
N1 1.71 0.29 2.93
O1 0.83 -1.47 1.82
H1 -1.44 -0.78 2.87
H2 -0.82 0.68 3.49
H3 -0.40 -0.92 4.31
H4 2.50 0.15 2.33
H5 1.54 1.27 3.13
C3 0.88 -0.37 -3.00
C4 -0.12 -0.96 -2.01
S1 -0.63 0.23 -0.72
C5 -1.57 1.43 -1.70
H6 1.89 -0.76 -2.87
H7 0.97 0.72 -2.96
H8 0.53 -0.57 -4.02
H9 -1.02 -1.35 -2.48
H10 0.35 -1.75 -1.42
H11 -0.89 2.11 -2.22
H12 -2.22 0.94 -2.43
H13 -2.16 2.01 -1.00

Atom charges from the natural (NBO) analysis, given in e for atoms 1 to 2: -0.71 0.69

***

Record 10
Here is an isolated molecule of C3HF3O at a distorted geometry from OMol25. Energies are from ωB97M-V/def2-TZVPD.

E_HOMO (spin up / spin down), eV: -10.720 / -10.722
E_tot, a.u.: -489.5596
E_LUMO (spin up / spin down), eV: -1.9 / -1.9
ΔE to the lowest compared entry with this formula, charge and spin, kcal per mole: 111.5
Gap between HOMO and LUMO (spin up / spin down), eV: 8.80 / 8.80

CARTESIAN COORDINATES (ANGSTROEM)
C1 0.33 -0.56 -0.12
C2 1.32 0.31 -0.20
C3 -0.95 0.21 0.14
O1 -0.51 1.49 0.04
F1 0.49 -1.89 -0.20
F2 2.52 0.58 -0.50
F3 -1.44 -0.10 1.39
H1 -1.76 -0.04 -0.57

Atom charges from the natural (NBO) analysis, given in e for atoms 1 to 2: 0.21 0.64

***

Record 11
Here is C8H8O2S2 as an isolated structure at a distorted geometry from OMol25. Energies are from ωB97M-V/def2-TZVPD.

E_HOMO, eV: -9.344
E_tot, a.u.: -1256.4091
E_LUMO, eV: 0.5
ΔE to the lowest compared entry with this formula, charge and spin, kcal per mole: 50.6
Gap between HOMO and LUMO, eV: 9.84

CARTESIAN COORDINATES (ANGSTROEM)
C1 -2.50 0.89 0.34
C2 -1.78 1.57 1.34
C3 -1.83 0.01 -0.57
C4 -0.36 1.33 1.44
C5 -0.46 -0.26 -0.44
C6 0.21 0.46 0.53
C7 2.10 -0.45 -1.14
C8 0.31 -1.21 -1.31
O1 2.62 1.37 0.74
O2 2.13 -0.98 1.36
S1 0.09 -2.94 -0.84
S2 1.93 0.18 0.51
H1 -3.46 1.25 0.24
H2 -2.22 2.20 2.05
H3 -2.60 -0.30 -1.34
H4 0.39 1.82 2.08
H5 2.82 -1.29 -1.11
H6 2.06 0.37 -1.81
H7 0.15 -1.20 -2.41
H8 0.39 -2.82 0.34

Atom charges from the natural (NBO) analysis, given in e for atoms 1 to 2: -0.20 -0.19